1.
{"formula": "C24H60BCdF4KN4O4S", "method": "ωB97M-V/def2-TZVPD", "species": ["K", "Cd", "S", "O", "O", "O", "O", "B", "F", "F", "F", "F", "C", "C", "N", "C", "C", "C", "C", "H", "H", "H", "H", "H", "H", "H", "H", "H", "H", "H", "H", "H", "H", "H", "C", "C", "N", "C", "C", "C", "C", "H", "H", "H", "H", "H", "H", "H", "H", "H", "H", "H", "H", "H", "H", "H", "C", "C", "N", "C", "C", "C", "C", "H", "H", "H", "H", "H", "H", "H", "H", "H", "H", "H", "H", "H", "H", "H", "C", "C", "N", "C", "C", "C", "C", "H", "H", "H", "H", "H", "H", "H", "H", "H", "H", "H", "H", "H", "H", "H"], "coordinates": [[-2.938, -0.403, -0.612], [0.948, -0.793, -1.875], [-1.092, -2.379, -2.415], [0.198, -2.559, -1.762], [-0.920, -2.938, -3.773], [-2.281, -2.766, -1.695], [-0.915, -0.962, -2.484], [-0.202, 1.175, -0.527], [-0.247, -0.172, -0.185], [-1.481, 1.714, -0.601], [0.579, 1.831, 0.391], [0.467, 1.146, -1.716], [2.051, -3.121, 0.556], [3.017, -2.562, -0.529], [2.876, -1.061, -0.833], [4.128, -0.882, -1.672], [4.338, 0.530, -2.134], [2.857, -0.153, 0.288], [4.049, -0.102, 1.249], [1.821, -4.178, 0.426], [1.089, -2.608, 0.536], [2.538, -2.981, 1.521], [4.020, -2.739, -0.142], [2.902, -3.211, -1.397], [4.967, -1.171, -1.040], [4.060, -1.555, -2.526], [3.345, 0.837, -2.462], [4.693, 1.115, -1.285], [4.996, 0.483, -3.002], [1.999, -0.249, 0.953], [2.654, 0.870, -0.029], [3.875, -0.861, 2.012], [3.951, 0.726, 1.952], [5.088, -0.091, 0.919], [3.200, 3.124, -6.244], [1.858, 3.598, -6.892], [0.715, 2.769, -6.840], [0.435, 2.354, -5.422], [0.337, 3.539, -4.521], [-0.432, 3.437, -7.525], [-1.675, 2.529, -7.504], [4.108, 3.651, -6.536], [3.332, 2.053, -6.401], [3.215, 3.247, -5.161], [1.569, 4.541, -6.428], [1.903, 3.832, -7.955], [1.302, 1.711, -5.270], [-0.382, 1.635, -5.373], [-0.056, 3.243, -3.549], [-0.282, 4.368, -4.866], [1.351, 3.868, -4.295], [-0.802, 4.377, -7.116], [-0.154, 3.649, -8.558], [-2.231, 2.414, -6.574], [-2.362, 2.834, -8.294], [-1.561, 1.525, -7.912], [-3.782, -2.837, 3.936], [-3.318, -2.402, 2.552], [-4.049, -1.172, 2.038], [-5.462, -1.384, 1.856], [-5.699, -2.106, 0.509], [-3.702, 0.048, 2.797], [-4.196, 1.359, 2.109], [-3.494, -2.055, 4.638], [-3.353, -3.766, 4.311], [-4.863, -2.931, 4.045], [-2.245, -2.222, 2.610], [-3.351, -3.093, 1.711], [-5.793, -1.965, 2.718], [-6.046, -0.465, 1.913], [-5.091, -1.729, -0.313], [-5.773, -3.194, 0.516], [-6.688, -1.784, 0.184], [-2.617, 0.059, 2.693], [-4.090, 0.109, 3.814], [-3.683, 2.218, 2.541], [-5.243, 1.623, 2.256], [-3.887, 1.314, 1.065], [-0.917, -0.522, 6.952], [-0.403, -0.388, 5.516], [1.035, -0.261, 5.275], [1.962, -1.300, 5.682], [1.627, -2.669, 5.087], [1.330, 0.187, 3.899], [0.866, 1.591, 3.612], [-0.677, -1.533, 7.282], [-1.989, -0.330, 7.013], [-0.428, 0.140, 7.667], [-0.843, -1.227, 4.978], [-0.978, 0.444, 5.109], [2.992, -0.976, 5.533], [1.785, -1.439, 6.749], [0.563, -2.902, 5.132], [1.961, -2.785, 4.056], [2.247, -3.365, 5.653], [0.899, -0.557, 3.228], [2.393, 0.211, 3.657], [0.713, 2.265, 4.454], [-0.134, 1.563, 3.179], [1.604, 2.001, 2.923]], "lumo_ha": 0.0048, "e_homo_ha": -0.298}

2.
{"formula": "C2H3Br5Si", "method": "ωB97M-V/def2-TZVPD", "species": ["C", "C", "Si", "Br", "Br", "Br", "Br", "Br", "H", "H", "H"], "coordinates": [[-1.983, 0.307, 0.703], [-2.808, -0.737, 0.778], [-0.147, 0.142, 0.165], [-0.097, 5.005, 0.211], [-2.658, 2.020, 1.096], [-4.629, -0.673, 1.271], [-2.189, -2.468, 0.374], [-5.293, 0.587, -1.746], [-0.204, -0.438, -1.171], [0.465, -0.757, 1.140], [0.388, 1.495, 0.213]], "lumo_ha": [-0.1210, -0.1343], "e_homo_ha": [-0.350, -0.349]}

3.
{"formula": "C6H18BO8P2S", "method": "ωB97M-V/def2-TZVPD", "species": ["O", "P", "O", "O", "C", "C", "P", "O", "O", "S", "C", "O", "B", "O", "H", "H", "H", "H", "H", "H", "H", "H", "H", "H", "C", "C", "C", "O", "H", "H", "H", "H", "H", "H", "H", "H"], "coordinates": [[-0.877, 2.107, 3.422], [-0.486, 0.795, 2.885], [-1.707, 0.058, 2.161], [0.105, -0.208, 3.962], [0.791, 0.881, 1.629], [1.590, -0.395, 1.270], [0.726, -1.839, 0.516], [0.080, -1.286, -0.849], [1.899, -2.760, -0.063], [-0.469, -2.903, 1.624], [2.741, 0.060, 0.275], [3.909, -0.014, 1.010], [3.716, -1.079, 2.047], [2.256, -0.848, 2.408], [-1.919, -0.790, 2.574], [0.872, -0.710, 3.596], [0.348, 1.380, 0.761], [1.543, 1.549, 2.054], [0.286, -0.355, -1.005], [2.197, -3.354, 0.643], [2.751, -0.497, -0.675], [2.553, 1.109, 0.006], [3.841, -2.201, 1.521], [4.462, -0.987, 2.998], [-1.865, 0.062, -3.409], [-2.385, 1.072, -2.400], [-3.822, 1.477, -2.684], [-1.535, 2.221, -2.364], [-1.875, 0.484, -4.419], [-0.838, -0.210, -3.171], [-2.467, -0.847, -3.409], [-2.322, 0.647, -1.396], [-3.893, 1.947, -3.671], [-4.169, 2.196, -1.942], [-4.485, 0.611, -2.669], [-1.555, 2.628, -3.237]], "lumo_ha": 0.0948, "total_charge": -1, "e_homo_ha": -0.192}

We obtain DFT total energy values of -83285.719; -360209.189; -52991.471 eV for the records listed above, in that order.
We obtain energy relative to the best compared isomer or geometry (same formula, charge and spin) values of 511.0; 0.0; 13.4 kJ/mol for the records listed above, in that order.